1.
The following is a DFT calculation (the ωB97M-V functional and the def2-TZVPD basis) of a molecular structure, C23H44N3O8P2RuS2.

The geometry in XYZ format:
```
83
Properties=species:S:1:pos:R:3
Ru -1.122 0.081 -0.958
C 4.542 1.628 2.330
C 3.543 0.545 2.640
C 3.288 0.345 4.112
O 2.249 0.923 1.984
P 1.486 0.013 1.005
O 0.267 0.790 0.532
C 1.003 -1.543 1.735
P 0.328 -2.632 0.449
O -0.263 -1.774 -0.666
O 1.457 -3.472 -0.112
C 1.990 -4.832 0.250
C 3.418 -4.869 -0.223
C 1.113 -5.896 -0.361
O -0.674 -3.574 1.160
C -2.144 -3.575 1.237
C -2.715 -4.172 -0.028
C -2.692 -2.208 1.587
O 2.450 -0.497 -0.108
C 2.922 0.260 -1.268
C 4.331 -0.202 -1.546
C 1.985 -0.014 -2.427
H 5.491 1.392 2.808
H 4.197 2.590 2.713
H 4.709 1.719 1.255
H 3.884 -0.389 2.190
H 2.941 1.270 4.573
H 4.214 0.047 4.602
H 2.537 -0.429 4.292
H 0.234 -1.367 2.492
H 1.865 -2.018 2.212
H 1.962 -4.910 1.335
H 3.466 -4.820 -1.312
H 3.876 -5.805 0.095
H 3.993 -4.039 0.191
H 1.048 -5.769 -1.444
H 0.106 -5.871 0.055
H 1.545 -6.876 -0.156
H -2.333 -4.235 2.076
H -2.416 -3.589 -0.904
H -3.803 -4.192 0.032
H -2.368 -5.195 -0.165
H -2.487 -1.484 0.793
H -2.289 -1.834 2.530
H -3.774 -2.289 1.685
H 2.923 1.320 -1.002
H 4.342 -1.272 -1.760
H 4.983 -0.004 -0.695
H 4.731 0.329 -2.412
H 1.830 -1.087 -2.546
H 2.400 0.387 -3.352
H 1.011 0.467 -2.276
O -0.521 2.196 -2.034
S -0.610 3.679 -1.848
C 0.453 4.531 -3.070
C 1.215 5.511 -2.183
C 1.566 4.782 -0.867
C 0.284 4.165 -0.308
H -0.168 4.978 -3.848
H 1.064 3.729 -3.496
H 0.614 6.398 -1.975
H 2.109 5.841 -2.712
H 1.965 5.483 -0.133
H 2.314 4.008 -1.046
H -0.348 4.886 0.217
H 0.380 3.246 0.278
O -1.851 -1.573 -3.074
N -2.018 -0.666 -2.422
N -7.951 2.612 -0.278
C -6.933 2.875 0.481
S -7.025 3.889 1.830
C -5.590 2.282 0.152
C -4.751 1.827 1.160
C -3.528 1.273 0.813
N -3.122 1.151 -0.460
C -3.932 1.608 -1.431
C -5.161 2.186 -1.169
H -8.873 3.004 -0.100
H -7.891 1.943 -1.038
H -5.045 1.853 2.204
H -2.863 0.898 1.581
H -3.606 1.473 -2.454
H -5.757 2.554 -1.997
```

Output
- highest occupied orbital energy (alpha / beta) (eV) = -19.4 / -19.9
- HOMO-LUMO gap (alpha / beta) (eV) = 7.709 / 5.035
- charge = +4
- expectation value of S² = 8.808
- spin multiplicity = 6
- lowest unoccupied orbital energy (alpha / beta) (eV) = -11.7 / -14.9

***

2.
The following is a DFT calculation (the ωB97M-V functional and the def2-TZVPD basis) of C10H14N2Si in the gas phase.

The geometry in XYZ format:
```
27
Properties=species:S:1:pos:R:3
C -2.416 -1.703 -0.165
C -3.291 -0.807 0.349
C -1.071 -1.367 -0.363
C -2.918 0.489 0.521
C -0.588 -0.081 -0.149
C -1.542 0.847 0.233
C 0.233 2.224 -1.722
C 1.633 1.227 1.278
C 2.196 -0.097 -1.908
C 2.056 -1.710 0.787
N -0.392 2.544 -0.778
N -1.110 2.173 0.255
Si 1.367 -0.114 -0.117
H -2.689 -2.726 -0.563
H -4.297 -1.091 0.565
H -0.422 -1.931 -0.820
H -3.586 1.315 0.731
H 1.939 2.152 0.839
H 0.832 1.357 2.007
H 2.442 1.069 1.962
H 1.942 0.902 -2.252
H 3.266 -0.251 -1.625
H 1.719 -0.888 -2.732
H 1.766 -2.657 0.291
H 3.129 -1.704 0.876
H 1.632 -1.929 1.839
H -1.832 2.754 0.665
```

Output
- highest occupied orbital energy (eV) = -8.5
- HOMO-LUMO gap (eV) = 9.313
- lowest unoccupied orbital energy (eV) = 0.8

***

3.
The following is a DFT calculation (the ωB97M-V functional and the def2-TZVPD basis) of 2 unconnected molecules or ions with the total composition F3HN2O2S.

The geometry in XYZ format:
```
9
Properties=species:S:1:pos:R:3
N -1.237 -0.037 0.430
N -1.362 -3.528 0.268
O 0.830 -3.442 -1.331
O 1.308 -3.366 1.042
F -0.707 0.084 -0.782
F -1.796 -3.549 -1.001
F -2.189 -2.733 0.946
S 0.524 -2.901 -0.070
H -0.742 0.628 0.963
```

Output
- highest occupied orbital energy (alpha / beta) (eV) = -11.2 / -10.5
- HOMO-LUMO gap (alpha / beta) (eV) = 8.355 / 9.392
- lowest unoccupied orbital energy (alpha / beta) (eV) = -2.9 / -1.1

***

4.
The following is a DFT calculation (the ωB97M-V functional and the def2-TZVPD basis) of 2 unconnected molecules or ions with the total composition C3H10NO.

The geometry in XYZ format:
```
15
Properties=species:S:1:pos:R:3
C -0.177 -0.424 1.618
C -0.275 -0.472 0.193
C -1.323 -0.265 -0.526
N 0.847 -0.885 -0.564
H -1.105 -0.731 2.142
H 0.478 -1.156 2.092
H 0.013 0.653 1.932
H -1.546 -0.176 -1.540
H -2.267 0.102 -0.083
H 0.855 -1.800 -0.946
H 1.692 -0.827 -0.129
H 0.983 -0.029 -1.292
H 0.294 1.633 -0.280
H 0.813 2.603 -1.466
O 0.717 1.774 -1.152
```

Output
- highest occupied orbital energy (alpha / beta) (eV) = -21.7 / -21.6
- HOMO-LUMO gap (alpha / beta) (eV) = 11.412 / 6.538
- charge = +2
- expectation value of S² = 0.753
- spin multiplicity = 2
- lowest unoccupied orbital energy (alpha / beta) (eV) = -10.3 / -15.0

***

5.
The following is a DFT calculation (the ωB97M-V functional and the def2-TZVPD basis) of a molecular structure, C9H11AsN4O2ReS4.

The geometry in XYZ format:
```
32
Properties=species:S:1:pos:R:3
Re -1.927 0.025 0.358
S -2.160 4.137 3.587
As -2.513 2.513 2.280
S -2.177 0.297 2.524
S -2.050 2.213 0.105
S -4.202 3.557 3.019
O -0.127 -0.262 0.137
C 1.179 -0.640 -0.002
C 2.123 -0.246 1.063
C 3.240 0.694 0.529
C 4.343 -0.026 -0.242
C 3.890 -0.681 -1.546
C 2.868 -1.796 -1.365
N 1.489 -1.285 -1.060
H 2.578 -1.159 1.464
H 1.563 0.229 1.866
H 3.671 1.173 1.407
H 2.798 1.486 -0.082
H 4.810 -0.775 0.404
H 5.118 0.704 -0.477
H 4.750 -1.139 -2.034
H 3.496 0.069 -2.238
H 3.148 -2.465 -0.548
H 2.761 -2.391 -2.267
H 0.776 -1.462 -1.761
O -3.561 -0.470 -0.110
N -4.582 -1.339 -0.582
C -5.627 -0.608 -0.792
C -5.617 0.801 -0.495
N -5.540 1.891 -0.146
C -6.795 -1.258 -1.286
N -7.724 -1.785 -1.709
```

Output
- highest occupied orbital energy (eV) = -19.0
- HOMO-LUMO gap (eV) = 6.047
- charge = +3
- lowest unoccupied orbital energy (eV) = -13.0

***

6.
The following is a DFT calculation (the ωB97M-V functional and the def2-TZVPD basis) of a molecular structure, C7H12O3.

The geometry in XYZ format:
```
22
Properties=species:S:1:pos:R:3
C -4.996 -2.765 -0.208
C -3.806 -1.919 -0.302
C -2.844 -1.208 -0.496
C -1.724 -0.293 -0.761
C -1.729 0.850 0.267
O -2.829 1.711 0.090
C -0.415 -1.083 -0.846
C 0.419 -1.296 0.370
O 0.749 -0.365 -1.193
H -5.790 -2.250 0.350
H -4.763 -3.705 0.312
H -5.382 -3.011 -1.207
H -1.870 0.163 -1.754
H -0.831 1.467 0.135
H -1.717 0.438 1.289
H -3.639 1.230 0.291
H -0.518 -1.978 -1.469
H -0.145 -1.107 1.295
H 0.954 -2.251 0.383
H 1.693 0.246 -0.422
O 1.901 -0.098 0.845
H 1.409 0.645 1.205
```

Output
- highest occupied orbital energy (eV) = -9.0
- HOMO-LUMO gap (eV) = 9.475
- lowest unoccupied orbital energy (eV) = 0.5

***

The records above give, respectively, relative energy (zero: lowest compared OMol25 entry of this formula, charge and spin) values of 1.020, 3.566, 2.716, 4.737, 0.209, 6.580 eV.
The records above give, respectively, energy values of -3241.5763, -788.3138, -958.0377, -249.4269, -4624.6524, -499.4047 a.u..